{"formula": "C5H14N2O", "method": "the ωB97M-V functional and the def2-TZVPD basis", "largest_force_ev_per_a": 5.15, "relative_energy_kj_mol": 469.4, "e_homo_ev": -7.71, "gap_ha": 0.316, "elements": ["C", "N", "C", "N", "C", "C", "C", "O", "H", "H", "H", "H", "H", "H", "H", "H", "H", "H", "H", "H", "H", "H"], "coordinates": [[2.307, -0.509, 0.591], [1.264, 0.315, -0.027], [1.882, 1.332, -0.944], [0.248, -0.473, -0.562], [-1.367, 0.051, 0.127], [-1.365, -1.136, 1.109], [-2.441, 0.092, -0.942], [-1.108, 1.239, 0.790], [2.867, -0.982, -0.261], [2.745, 0.231, 1.296], [1.718, -1.393, 1.014], [2.554, 0.754, -1.496], [1.007, 1.719, -1.489], [2.327, 2.007, -0.151], [0.175, -0.492, -1.587], [-1.679, -2.100, 0.730], [-2.015, -0.777, 1.876], [-0.414, -1.237, 1.593], [-2.093, -0.312, -1.858], [-2.780, 1.089, -1.073], [-3.281, -0.435, -0.347], [-0.551, 1.017, 1.611]]}


{"formula": "C2H3ClN2", "method": "the ωB97M-V functional and the def2-TZVPD basis", "multiplicity": 3, "largest_force_ev_per_a": 4.57, "relative_energy_kj_mol": 52.0, "e_homo_ev": [-6.35, -10.86], "gap_ha": [0.270, 0.340], "elements": ["C", "C", "N", "N", "Cl", "H", "H", "H"], "coordinates": [[-2.202, -0.404, -1.286], [1.064, -1.148, 0.411], [-2.124, 0.696, -1.568], [1.131, 0.154, 0.332], [1.091, -1.845, -1.170], [-2.276, -1.428, -1.016], [1.136, 0.674, 1.197], [1.171, 0.688, -0.534]]}


{"formula": "C26H44Cl12IN4O2S", "method": "the ωB97M-V functional and the def2-TZVPD basis", "largest_force_ev_per_a": 3.71, "total_charge": 1, "e_homo_ev": -9.13, "gap_ha": 0.192, "elements": ["C", "C", "C", "I", "N", "C", "N", "C", "C", "C", "C", "C", "C", "C", "C", "C", "C", "C", "C", "N", "C", "C", "C", "C", "N", "S", "C", "C", "O", "O", "H", "H", "H", "H", "H", "H", "H", "H", "H", "H", "H", "H", "H", "H", "H", "H", "H", "H", "H", "H", "H", "H", "H", "H", "H", "H", "H", "H", "H", "H", "H", "H", "H", "H", "H", "H", "H", "H", "H", "H", "C", "Cl", "Cl", "Cl", "H", "C", "Cl", "Cl", "Cl", "H", "C", "Cl", "Cl", "Cl", "H", "C", "Cl", "Cl", "Cl", "H"], "coordinates": [[4.512, 2.356, 4.001], [5.525, 1.372, 3.297], [5.215, 1.386, 1.743], [6.108, 3.190, 0.921], [5.702, 0.115, 1.172], [5.660, 0.055, -0.232], [4.340, -0.214, -0.832], [3.720, -1.470, -0.294], [2.283, -1.147, 0.267], [1.257, -2.352, 0.109], [0.249, -2.266, 1.320], [-1.174, -2.847, 1.027], [-1.858, -2.305, -0.285], [-3.441, -2.286, -0.127], [-4.083, -0.980, -0.740], [-5.643, -0.930, -0.527], [-6.080, -0.025, 0.704], [-7.570, -0.406, 1.062], [-8.592, 0.795, 1.030], [-8.284, 1.847, 0.043], [-8.374, 3.141, 0.522], [-8.076, 4.037, -0.579], [-7.800, 3.154, -1.739], [-7.937, 1.785, -1.286], [6.675, 0.235, -1.073], [8.283, 0.539, -0.474], [6.548, 0.198, -2.590], [7.627, 1.245, -3.110], [7.386, 2.407, -3.019], [8.834, 0.855, -3.668], [4.590, 3.395, 3.583], [4.685, 2.382, 5.107], [3.484, 1.999, 3.741], [6.559, 1.772, 3.463], [5.456, 0.331, 3.694], [4.112, 1.481, 1.616], [6.588, -0.200, 1.569], [3.730, 0.596, -0.706], [4.324, -1.959, 0.513], [3.574, -2.273, -1.083], [2.392, -0.940, 1.362], [1.798, -0.272, -0.247], [1.759, -3.346, 0.015], [0.729, -2.168, -0.867], [0.684, -2.893, 2.151], [0.245, -1.215, 1.698], [-1.832, -2.523, 1.884], [-1.215, -3.970, 1.050], [-1.444, -1.310, -0.581], [-1.627, -3.044, -1.096], [-3.762, -2.410, 0.937], [-3.837, -3.175, -0.688], [-3.569, -0.056, -0.378], [-3.921, -1.037, -1.855], [-5.998, -1.965, -0.284], [-6.145, -0.625, -1.475], [-5.363, -0.257, 1.540], [-5.926, 1.045, 0.431], [-7.920, -1.216, 0.382], [-7.560, -0.785, 2.119], [-9.615, 0.402, 0.783], [-8.629, 1.255, 2.042], [-8.627, 3.449, 1.555], [-8.036, 5.139, -0.571], [-7.531, 3.370, -2.775], [-7.811, 0.837, -1.834], [8.199, 0.976, 0.821], [5.573, 0.586, -2.946], [6.771, -0.853, -2.960], [9.536, 0.842, -2.992], [8.659, 2.806, 6.257], [9.704, 2.718, 4.833], [7.329, 3.935, 5.980], [8.038, 1.204, 6.671], [9.249, 3.170, 7.091], [5.749, -4.370, -2.047], [6.610, -4.963, -3.465], [6.357, -2.786, -1.559], [4.014, -4.260, -2.359], [5.914, -5.068, -1.232], [-2.829, -5.507, -2.766], [-3.807, -5.786, -1.322], [-3.255, -3.967, -3.521], [-1.105, -5.549, -2.369], [-3.033, -6.302, -3.475], [-8.498, 6.390, -4.456], [-9.164, 7.976, -4.041], [-8.394, 5.357, -3.024], [-9.474, 5.616, -5.710], [-7.496, 6.535, -4.846]]}